Density functional theory data (the ωB97M-V functional and the def2-TZVPD basis) for a molecular structure, C48H48BCeCl2N11O2P.

```
114
Properties=species:S:1:pos:R:3:lowdin_charge:R:1
Ce 0.0374 1.1642 2.2769 1.33
C 1.1828 -3.2712 2.2164 -0.04
C 0.5750 -2.1612 1.6566 -0.14
N 0.3676 -1.2370 2.6091 -0.10
N 0.7726 -1.8224 3.8623 0.08
C 1.1492 -3.0772 3.6164 -0.04
B 1.1946 -0.8863 5.0408 -0.59
N 2.3817 -0.0269 4.5782 0.03
C 3.6668 0.0525 5.0230 0.01
C 4.3516 0.9637 4.1327 -0.01
C 3.3986 1.3202 3.1561 -0.10
N 2.1925 0.7449 3.4614 -0.07
N -0.0182 0.0563 5.5054 0.06
C -0.4938 0.2749 6.7272 -0.07
C -0.9440 1.5882 6.8392 -0.01
C -0.8547 2.1494 5.5286 -0.06
N -0.3337 1.1885 4.7309 -0.06
N 1.6593 -1.8128 6.2140 -0.02
C 0.8806 -2.6523 6.9693 -0.09
C 1.6799 -3.6924 7.4869 -0.06
C 2.9686 -3.3824 7.0162 -0.14
N 2.9710 -2.2632 6.2579 0.04
H 1.6921 -4.0962 1.6528 0.12
H -0.0232 -2.0707 0.7770 0.11
H 1.3338 -3.8517 4.3686 0.14
H 3.9070 -0.4088 5.9874 0.11
H 5.3814 1.2498 4.0315 0.09
H 3.5950 2.0277 2.3725 0.11
H -0.3101 -0.4038 7.5387 0.11
H -1.2629 2.2008 7.6739 0.11
H -1.1116 3.0903 5.1114 0.10
H -0.1662 -2.4230 7.2269 0.12
H 1.4815 -4.5846 8.1139 0.11
H 3.8275 -3.9757 7.2175 0.10
C -2.8076 3.6635 2.1146 0.04
C -2.4677 3.0635 0.7573 -0.43
O -1.5201 2.2424 0.7507 -0.14
N -3.2704 3.2664 -0.2991 0.10
C -2.8941 2.8914 -1.6432 -0.11
C -3.7297 3.4363 -2.7926 -0.25
C -5.1539 3.3446 -2.8492 -0.01
C -5.8458 3.7930 -3.9942 -0.06
C -5.1288 4.3197 -5.0238 -0.08
C -3.7737 4.4454 -4.8503 -0.15
N -3.0458 4.0298 -3.8102 0.10
H -2.2758 4.5851 2.4256 0.10
H -2.6578 2.8474 2.8284 0.07
H -3.9321 3.8608 1.9917 0.12
H -3.8595 4.0528 -0.2167 0.13
H -2.9681 1.7533 -1.6725 0.16
H -1.8681 3.2017 -1.8229 0.12
H -5.6969 2.8107 -2.0247 0.12
H -6.8928 3.6876 -4.0941 0.10
H -5.6188 4.4905 -5.9813 0.12
H -3.1947 4.7355 -5.7543 0.12
Cl 0.6239 6.0594 4.1263 0.73
C 1.1299 5.5569 2.5337 -0.56
C 1.7455 6.4044 1.6602 -0.13
C 2.1671 6.0126 0.3977 -0.54
Cl 2.8106 7.3421 -0.6083 0.66
C 1.9881 4.7014 -0.1209 -0.14
C 2.4164 4.2318 -1.4215 0.04
C 2.3162 2.8531 -1.7207 -0.05
C 1.8464 2.0004 -0.7419 -0.11
N 1.3429 2.4201 0.4416 0.00
C 1.4065 3.7680 0.8026 -0.13
C 0.9278 4.2123 2.0900 -0.33
O 0.2221 3.3691 2.8104 -0.24
H 1.8798 7.4579 1.8591 0.11
H 2.6279 4.9048 -2.2457 0.11
H 2.7141 2.4261 -2.6643 0.12
H 1.8991 0.8503 -0.8340 0.15
C 4.6918 -4.4098 -6.3792 -0.21
P 3.3266 -3.5004 -5.5741 1.18
C 2.7760 -2.4596 -6.9208 -0.42
C 2.4964 -3.0169 -8.1876 -0.08
C 2.4807 -2.2009 -9.3318 -0.05
C 2.5948 -0.8357 -9.1331 -0.04
C 2.8376 -0.2666 -7.8422 -0.05
C 2.8982 -1.0773 -6.7430 -0.10
C 2.0035 -4.7550 -5.4994 -0.36
C 0.7729 -4.6156 -6.1228 -0.08
C -0.0781 -5.6809 -6.1333 -0.03
C 0.3499 -6.8833 -5.5881 -0.02
C 1.4968 -6.9663 -4.8039 -0.05
C 2.3098 -5.8589 -4.6877 -0.08
H 4.3777 -5.1761 -7.1386 0.09
H 5.3052 -4.8594 -5.6517 0.02
H 5.3162 -3.6182 -6.8759 0.08
H 2.1938 -4.0490 -8.1994 0.10
H 2.6357 -2.6713 -10.2863 0.12
H 2.5195 -0.1638 -10.0786 0.15
H 2.9265 0.7526 -7.7045 0.09
H 3.1028 -0.6716 -5.7807 0.09
H 0.4709 -3.6032 -6.4368 0.13
H -1.0330 -5.6880 -6.6308 0.12
H -0.1871 -7.8192 -5.6775 0.13
H 1.7416 -7.8258 -4.1464 0.14
H 3.1814 -5.8196 -3.9911 0.13
C -4.8575 0.2157 3.4657 -0.05
C -4.0923 -0.9592 2.9172 -0.65
C -4.7839 -1.7691 1.7894 -0.02
C -3.4994 -1.8731 3.9750 -0.05
C -2.9150 -0.4452 2.3073 -0.16
C -1.8365 -0.2214 1.7112 -0.09
H -5.7346 0.0212 4.1264 0.10
H -5.1246 0.9176 2.5865 0.11
H -4.1746 0.8300 4.1223 0.09
H -5.3798 -2.6163 2.0676 0.07
H -4.0589 -2.0579 0.9914 0.10
H -5.4744 -1.0213 1.3353 0.09
H -4.3329 -2.4135 4.4492 0.09
H -2.9605 -1.2891 4.7883 0.11
H -2.8755 -2.6426 3.5317 0.09
```

Summary:
E_LUMO (spin up / spin down), eV: -5.48 / -8.66
E_HOMO (spin up / spin down), eV: -11.6 / -11.6
Energy above the lowest of the compared OMol25 structures with the same formula, charge and spin, kcal per mole: 52.0
Multiplicity: 2
Net charge: +2
Electronic energy, eV: -118964.3180
Orbital gap (spin up / spin down), eV: 6.127 / 2.952


Density functional theory data (the ωB97M-V functional and the def2-TZVPD basis) for a molecular structure, C48H48BiFN4O2Si2.

```
106
Properties=species:S:1:pos:R:3:lowdin_charge:R:1
Bi 0.7377 -0.3276 -1.4768 1.77
C 5.8334 -0.9118 -2.4697 -0.18
Si 4.4612 -0.9882 -1.1624 0.36
C 5.2320 -0.8849 0.5591 -0.17
C 3.8619 -2.7534 -1.2851 -0.17
N 3.2264 0.1920 -1.4226 -0.18
C 3.5699 1.5256 -1.3632 -0.35
C 4.8665 2.0115 -1.0456 -0.09
C 5.1839 3.3537 -0.9183 -0.13
C 4.2294 4.3386 -1.1125 -0.12
C 2.9513 3.9275 -1.4635 -0.04
C 2.6699 2.5901 -1.5939 -0.24
F 1.3979 2.2976 -2.0043 -0.06
H 6.5165 -1.7575 -2.3380 0.02
H 6.4229 0.0049 -2.4724 0.01
H 5.3706 -1.0110 -3.4564 0.02
H 5.9179 -1.7250 0.7099 0.02
H 4.4359 -0.9637 1.3061 0.03
H 5.7749 0.0384 0.7656 0.00
H 4.6814 -3.3813 -0.9191 0.03
H 3.6414 -3.0517 -2.3108 0.02
H 2.9762 -2.9567 -0.6797 -0.01
H 5.6508 1.2951 -0.8571 0.06
H 6.1966 3.6241 -0.6401 0.09
H 4.4596 5.3879 -0.9844 0.08
H 2.1454 4.6303 -1.6350 0.11
O -2.1648 -2.2093 -3.0168 0.04
C -2.5752 -1.2954 -2.3270 -0.58
N -3.9403 -1.0406 -2.1412 0.13
C -4.1341 -0.0534 -1.1029 -0.27
C -2.6569 0.4372 -0.9381 -0.45
O -2.3539 1.4051 -0.2656 0.05
N -1.8312 -0.3652 -1.6421 0.04
C -4.6674 -0.6642 0.1988 -0.12
C -4.1604 -0.3077 1.4425 -0.02
C -4.6700 -0.8837 2.5992 -0.07
C -5.6995 -1.8095 2.5323 -0.11
C -6.2262 -2.1540 1.2943 -0.10
C -5.7143 -1.5810 0.1408 -0.04
C -5.0695 1.0791 -1.5127 -0.12
C -5.8976 0.9462 -2.6212 -0.04
C -6.7964 1.9496 -2.9612 -0.10
C -6.8738 3.1035 -2.1959 -0.12
C -6.0439 3.2438 -1.0908 -0.08
C -5.1526 2.2394 -0.7447 -0.01
H -4.5441 -1.8387 -2.2398 0.12
H -3.3505 0.4087 1.4976 0.08
H -4.2431 -0.6129 3.5575 0.10
H -6.0884 -2.2622 3.4364 0.09
H -7.0354 -2.8712 1.2251 0.09
H -6.1482 -1.8516 -0.8157 0.11
H -5.8173 0.0628 -3.2414 0.10
H -7.4307 1.8294 -3.8318 0.09
H -7.5695 3.8906 -2.4615 0.09
H -6.0850 4.1446 -0.4902 0.10
H -4.4972 2.3564 0.1084 0.11
C 0.7166 0.1546 0.5970 -0.31
C 0.8395 1.1031 1.3810 -0.17
C 0.9432 2.1371 2.3028 -0.20
C -0.2936 2.7497 2.7795 -0.18
C -0.3843 4.1045 3.1542 -0.06
C -1.5774 4.6695 3.5761 -0.13
C -2.7433 3.9153 3.6352 -0.14
C -2.6838 2.5815 3.2421 -0.11
C -1.4934 2.0138 2.8248 -0.04
C 2.2696 2.5253 2.7479 -0.17
C 3.4190 2.1145 2.0341 -0.03
C 4.6948 2.4482 2.4446 -0.11
C 4.9109 3.2009 3.5970 -0.14
C 3.7990 3.5919 4.3331 -0.14
C 2.5150 3.2646 3.9263 -0.07
H 0.4952 4.7303 3.0729 0.10
H -1.5992 5.7214 3.8435 0.08
H -3.6777 4.3575 3.9604 0.08
H -3.5862 1.9784 3.2601 0.08
H -1.4659 0.9782 2.5058 0.09
H 3.2854 1.5295 1.1321 0.08
H 5.5372 2.1213 1.8434 0.08
H 5.9130 3.4670 3.9122 0.07
H 3.9297 4.1577 5.2509 0.08
H 1.6828 3.5577 4.5522 0.09
C 1.6004 -2.8876 1.6353 -0.19
Si 0.2026 -3.1627 0.4164 0.38
C -1.3694 -2.3615 1.0375 -0.18
C -0.1656 -5.0101 0.6325 -0.20
N 0.6352 -2.5922 -1.1848 -0.25
C 0.7774 -3.3075 -2.3708 -0.40
C 1.2779 -2.7072 -3.5477 -0.12
C 1.4428 -3.4016 -4.7321 -0.12
C 1.1317 -4.7501 -4.8297 -0.14
C 0.6440 -5.3715 -3.6896 -0.12
C 0.4708 -4.6780 -2.5035 -0.05
H 1.2300 -3.1044 2.6434 0.03
H 1.9469 -1.8539 1.6216 0.00
H 2.4454 -3.5548 1.4368 0.02
H -1.6444 -2.7977 2.0044 0.03
H -2.1960 -2.5371 0.3436 0.03
H -1.2457 -1.2860 1.1698 0.00
H -0.3966 -5.1306 1.6967 0.02
H 0.6878 -5.6530 0.4059 0.02
H -1.0325 -5.3545 0.0647 0.02
H 1.5815 -1.6686 -3.5512 0.03
H 1.8359 -2.8701 -5.5922 0.09
H 1.2661 -5.2939 -5.7566 0.08
H 0.3819 -6.4244 -3.7160 0.09
H 0.0715 -5.2141 -1.6657 0.05
```

Summary:
E_LUMO, eV: 4.13
E_HOMO, eV: -0.6
Energy above the lowest of the compared OMol25 structures with the same formula, charge and spin, kcal per mole: 10.7
Multiplicity: 1
Net charge: -2
Electronic energy, eV: -84927.5259
Orbital gap, eV: 4.765


Density functional theory data (the ωB97M-V functional and the def2-TZVPD basis) for a molecular structure, C48H48Cl5F3N5Sn.

```
110
Properties=species:S:1:pos:R:3:lowdin_charge:R:1
Sn -0.6681 -0.1376 0.0858 1.39
C 2.0121 -0.8790 5.5961 -0.07
C 2.7850 -0.0271 4.5786 -0.17
C 1.8810 0.5223 3.5241 -0.11
C 1.2859 1.7511 3.4743 -0.12
C 1.3810 2.8659 4.4665 -0.17
C 0.1766 2.8744 5.4196 -0.07
C 0.4585 1.7717 2.2953 -0.30
N 0.5842 0.5800 1.6406 -0.03
C 1.4341 -0.2075 2.3637 -0.21
C 1.8159 -1.4971 2.0279 0.08
C 1.5004 -2.1961 0.8744 -0.21
C 1.9634 -3.5177 0.5307 -0.11
C 2.7515 -4.4028 1.4411 -0.17
C 1.8501 -5.0887 2.4791 -0.07
C 1.5017 -3.7875 -0.7277 -0.11
C 0.7436 -2.6374 -1.1522 -0.23
C 0.1363 -2.4680 -2.3835 0.04
C -0.6878 -1.4234 -2.7691 -0.26
N -1.0158 -0.3384 -2.0008 -0.01
C -1.9220 0.4101 -2.7036 -0.21
C -2.4693 1.6090 -2.2754 0.08
C -2.1675 2.2992 -1.1135 -0.20
N -1.3271 1.8535 -0.1298 0.00
C -1.2033 2.8514 0.8009 -0.22
C -0.3798 2.8055 1.9140 0.03
C -2.0103 3.9728 0.3950 -0.11
C -2.6114 3.6287 -0.7849 -0.11
C -3.4760 4.4765 -1.6622 -0.17
C -2.6666 5.1134 -2.8020 -0.07
C -2.0682 5.2797 1.1193 -0.17
C -0.8549 6.1608 0.7868 -0.07
C -2.1818 -0.2276 -3.9661 -0.11
C -1.4051 -1.3524 -4.0139 -0.12
C -1.3779 -2.3942 -5.0863 -0.18
C -2.4005 -3.5046 -4.8010 -0.07
C -3.0999 0.2858 -5.0290 -0.18
C -2.4150 1.3262 -5.9251 -0.07
N 0.7386 -1.7085 -0.1492 0.00
C 1.6175 -5.0559 -1.5092 -0.17
C 0.3442 -5.9031 -1.3653 -0.07
H 2.6904 -1.2825 6.3478 0.08
H 1.5058 -1.7126 5.1062 0.07
H 1.2578 -0.2782 6.1047 0.07
H 3.5674 -0.6327 4.1173 0.11
H 3.2774 0.7942 5.1000 0.11
H 1.4387 3.8208 3.9390 0.11
H 2.2989 2.7609 5.0449 0.11
H -0.7581 2.9651 4.8641 0.06
H 0.2444 3.7079 6.1183 0.08
H 0.1385 1.9483 5.9938 0.07
H 2.4700 -1.9978 2.7298 0.12
H 3.5172 -3.8156 1.9527 0.11
H 3.2700 -5.1613 0.8544 0.11
H 1.3117 -4.3502 3.0757 0.07
H 2.4485 -5.7064 3.1485 0.08
H 1.1167 -5.7271 1.9859 0.07
H 0.2683 -3.2655 -3.1027 0.12
H -3.1776 2.0768 -2.9465 0.12
H -0.3931 3.6763 2.5563 0.12
H -3.9391 5.2626 -1.0659 0.11
H -4.2836 3.8729 -2.0812 0.11
H -1.9016 5.7784 -2.4012 0.07
H -3.3151 5.6953 -3.4564 0.08
H -2.1682 4.3485 -3.3988 0.07
H -2.1080 5.1033 2.1960 0.11
H -2.9825 5.8066 0.8466 0.11
H 0.0746 5.6626 1.0669 0.07
H -0.9102 7.1089 1.3214 0.08
H -0.8170 6.3721 -0.2817 0.07
H -0.3813 -2.8309 -5.1658 0.11
H -1.6045 -1.9347 -6.0489 0.11
H -2.1578 -4.0315 -3.8764 0.06
H -2.4158 -4.2290 -5.6150 0.08
H -3.4015 -3.0843 -4.6951 0.08
H -3.9871 0.7245 -4.5683 0.11
H -3.4372 -0.5516 -5.6408 0.11
H -2.0469 2.1668 -5.3353 0.07
H -3.1177 1.7066 -6.6662 0.08
H -1.5679 0.8830 -6.4490 0.08
H 2.4759 -5.6291 -1.1586 0.11
H 1.7859 -4.8322 -2.5647 0.11
H 0.1745 -6.1683 -0.3213 0.07
H 0.4305 -6.8232 -1.9434 0.08
H -0.5317 -5.3542 -1.7162 0.06
F 6.3299 2.7014 -1.9341 0.16
C 5.8643 2.1597 -0.7981 -0.59
F 6.0839 3.0396 0.1917 0.15
F 6.5991 1.0645 -0.5449 0.15
C 4.4007 1.8156 -0.9078 -0.10
C 3.4343 2.6826 -0.4224 0.03
C 2.1087 2.2917 -0.5061 -0.11
N 1.7214 1.1190 -1.0026 0.05
C 2.6567 0.3147 -1.5009 -0.10
C 4.0088 0.6196 -1.4860 0.03
H 3.7068 3.6295 0.0214 0.13
H 1.3232 2.9459 -0.1486 0.10
H 2.3144 -0.6265 -1.9171 0.11
H 4.7379 -0.0629 -1.9000 0.13
Cl -1.8352 0.1837 3.4578 0.81
C -2.0612 -1.3357 2.6984 -0.69
C -2.0386 -1.4519 1.3077 -0.24
C -2.5381 -2.6387 0.7697 -0.70
Cl -2.8900 -2.7540 -0.9023 0.79
C -2.8696 -3.7314 1.5725 -0.70
Cl -3.4262 -5.1928 0.8647 0.71
C -2.7423 -3.6377 2.9550 -0.71
Cl -3.1006 -4.9821 3.9489 0.72
C -2.3804 -2.4200 3.5201 -0.70
Cl -2.3207 -2.2611 5.2280 0.71
```

Summary:
E_LUMO, eV: -4.04
E_HOMO, eV: -9.8
Energy above the lowest of the compared OMol25 structures with the same formula, charge and spin, kcal per mole: 0.0
Multiplicity: 1
Net charge: +1
Electronic energy, eV: -134600.5861
Orbital gap, eV: 5.771


Density functional theory data (the ωB97M-V functional and the def2-TZVPD basis) for 9 unconnected molecules or ions with the total composition C48H48N6O18.

```
120
Properties=species:S:1:pos:R:3:lowdin_charge:R:1
O 3.8734 3.3760 -1.7608 0.07
N 3.4209 3.6794 -0.6758 -0.35
O 2.5638 4.5351 -0.5100 0.07
C 3.8807 2.9188 0.4728 -0.16
C 4.5995 1.7724 0.1790 0.00
C 5.0493 0.9481 1.1703 -0.06
C 4.8106 1.3120 2.4930 -0.04
C 3.9901 2.4137 2.7819 -0.05
C 3.4220 3.1412 1.7396 -0.01
H 4.7571 1.4867 -0.8429 0.12
H 5.5589 0.0708 0.9210 0.09
H 5.0455 0.7107 3.3173 0.09
H 3.5550 2.6507 3.7728 0.12
H 2.7670 3.9173 1.9333 0.10
O -2.5740 3.8858 1.2887 0.06
N -1.6475 4.1553 0.5122 -0.29
O -0.5402 3.6179 0.5903 0.05
C -1.8835 5.1137 -0.5884 -0.15
C -2.9379 5.9806 -0.5301 -0.03
C -3.0413 6.9422 -1.5123 -0.06
C -2.0522 7.0641 -2.5261 -0.07
C -1.0256 6.1624 -2.5843 -0.07
C -0.9181 5.1692 -1.6051 0.02
H -3.6621 5.8577 0.2849 0.14
H -3.6716 7.8039 -1.3894 0.10
H -2.0782 7.8835 -3.2464 0.11
H -0.2400 6.2513 -3.3174 0.11
H -0.0342 4.5796 -1.5081 0.09
O 5.0868 -3.4294 -2.9235 0.05
N 5.0088 -2.7646 -3.9419 -0.34
O 5.9044 -2.5863 -4.7331 0.09
C 3.6114 -2.1625 -4.1909 -0.12
C 2.5046 -2.9430 -3.9333 0.02
C 1.2743 -2.2406 -4.0981 -0.08
C 1.1855 -1.0167 -4.6818 -0.11
C 2.3335 -0.3187 -4.9637 -0.10
C 3.5768 -0.8835 -4.7889 -0.01
H 2.6262 -3.9384 -3.4571 0.13
H 0.3661 -2.7455 -3.7697 0.11
H 0.2073 -0.4953 -4.9441 0.14
H 2.2861 0.7165 -5.4139 0.13
H 4.5188 -0.3755 -4.9311 0.12
O 3.6265 -1.5871 -0.4978 0.07
N 3.1687 -1.9504 0.5905 -0.30
O 2.5606 -1.1788 1.3088 0.03
C 3.5201 -3.2798 1.0540 -0.12
C 4.2131 -4.0879 0.1266 0.00
C 4.4813 -5.3511 0.4814 -0.05
C 4.1730 -5.7623 1.8037 -0.06
C 3.5921 -4.9583 2.7265 -0.07
C 3.1837 -3.6837 2.3383 0.02
H 4.5284 -3.7800 -0.8262 0.07
H 4.8951 -6.0656 -0.2059 0.11
H 4.4526 -6.7540 2.0597 0.10
H 3.3665 -5.2306 3.7841 0.13
H 2.6029 -3.0210 2.9344 0.09
O 2.2741 -2.0019 5.0836 0.04
N 1.0768 -1.7581 5.3330 -0.31
O 0.4845 -2.2110 6.3092 0.06
C 0.2530 -0.9493 4.4159 -0.19
C 0.9490 -0.3640 3.3824 0.01
C 0.2543 0.6688 2.6588 -0.04
C -1.0918 0.9637 2.9213 -0.05
C -1.7644 0.2853 3.9857 -0.03
C -1.0560 -0.6547 4.7280 -0.02
H 1.9470 -0.6510 3.1165 0.08
H 0.8300 1.2339 1.8893 0.11
H -1.5907 1.7439 2.3524 0.08
H -2.7931 0.5119 4.1706 0.10
H -1.5126 -1.1600 5.5360 0.11
O 0.3346 -5.1232 -1.0816 0.10
N -0.0917 -4.3266 -0.3090 -0.35
O -0.4845 -3.1892 -0.5674 0.05
C -0.0892 -4.6785 1.1245 -0.12
C -0.4872 -3.6733 2.0292 0.01
C -0.5553 -4.0308 3.3623 -0.05
C -0.2258 -5.3434 3.7641 -0.05
C 0.1893 -6.2682 2.8261 -0.09
C 0.3413 -5.9641 1.5116 -0.01
H -0.9759 -2.7572 1.6559 0.13
H -0.9158 -3.3400 4.0965 0.09
H -0.4234 -5.6294 4.7913 0.11
H 0.4536 -7.2772 3.1901 0.12
H 0.4704 -6.5984 0.6906 0.10
O -5.7145 3.1249 -0.6322 0.14
C -5.2982 3.2045 -1.7134 -0.54
C -5.7608 2.4546 -2.9490 -0.06
C -4.6742 2.7822 -3.9848 -0.14
C -3.9467 3.9798 -3.3967 -0.14
O -4.2773 4.0309 -1.9935 -0.01
H -5.8215 1.4492 -2.5189 0.12
H -6.8039 2.6400 -3.2383 0.13
H -3.9970 1.9519 -4.1819 0.11
H -5.1617 3.0760 -4.9387 0.12
H -2.8557 3.8336 -3.3640 0.12
H -4.3525 4.9117 -3.8288 0.13
O -3.8110 -2.2615 2.3332 0.11
C -4.3345 -1.2966 1.8743 -0.52
C -5.8525 -0.9284 1.8183 -0.06
C -5.8173 -0.0343 0.5886 -0.19
C -4.4665 0.6492 0.6050 -0.13
O -3.6268 -0.3679 1.2482 -0.01
H -6.5044 -1.8106 1.6251 0.13
H -6.0380 -0.3526 2.7310 0.13
H -5.8412 -0.6975 -0.2690 0.11
H -6.7270 0.5862 0.5241 0.12
H -3.9101 0.8522 -0.3955 0.13
H -4.4650 1.6296 1.2384 0.15
O -2.3156 1.5516 -2.0210 0.13
C -1.2074 1.2706 -1.7362 -0.48
C -0.7858 0.1351 -0.8444 -0.07
C 0.6825 -0.1075 -1.0933 -0.12
C 1.1033 1.2845 -1.6747 -0.07
O -0.1117 1.7745 -2.3879 0.01
H -0.8581 0.4228 0.1958 0.10
H -1.4523 -0.7639 -0.9259 0.14
H 1.2289 -0.3725 -0.2266 0.06
H 0.8697 -0.8738 -1.8503 0.09
H 1.4009 2.0282 -0.9524 0.10
H 1.8612 1.2595 -2.3986 0.09
```

Summary:
E_LUMO, eV: -0.77
E_HOMO, eV: -9.6
Multiplicity: 1
Electronic energy, eV: -96333.2086
Orbital gap, eV: 8.828
SMILES string: O=[N+]([O-])c1ccccc1.O=[N+]([O-])c1ccccc1.O=[N+]([O-])c1ccccc1.O=[N+]([O-])c1ccccc1.O=[N+]([O-])c1ccccc1.O=[N+]([O-])c1ccccc1.O=C1CCCO1.O=C1CCCO1.O=C1CCCO1